Arrangement w

ORCA calculation (ωB97M-V with the def2-TZVPD basis set) on an isolated ion of composition CH2NO2 and charge -1.

Bonds (Å) are listed after each position.
CARTESIAN COORDINATES (ANGSTROEM)
1 N -0.523 0.466 -0.488  C2 1.570, H5 0.981, H6 0.958
2 C 0.279 -0.277 0.639  N1 1.570, O3 1.248, O4 1.344
3 O -0.363 -1.138 1.275  C2 1.248
4 O 1.599 -0.024 0.670  C2 1.344
5 H 0.027 1.078 -1.022  N1 0.981
6 H -1.018 -0.105 -1.075  N1 0.958

The spin multiplicity is 1. Its net charge is -1. Its structure (SMILES) is NC(=O)[O-].

---

Arrangement x

ORCA calculation (ωB97M-V with the def2-TZVPD basis set) on an isolated ion of composition CH2NO2 and charge -1.

Bonds (Å) are listed after each position.
CARTESIAN COORDINATES (ANGSTROEM)
1 N -0.309 0.270 -0.125  C2 1.581, H5 1.021, H6 1.013
2 C -0.661 0.655 -1.617  N1 1.581, O3 1.221, O4 1.226
3 O -0.033 1.605 -2.060  C2 1.221
4 O -1.544 -0.058 -2.079  C2 1.226
5 H 0.620 0.656 0.048  N1 1.021
6 H -0.242 -0.740 -0.073  N1 1.013

The spin multiplicity is 1. Its net charge is -1. Its structure (SMILES) is NC(=O)[O-].

---

Energy ordering: arrangement x at the bottom, the next structure 49.4 kJ/mol above.

---

Arrangement w

ORCA calculation (ωB97M-V with the def2-TZVPD basis set) on a 19-piece molecular cluster, H38O19 overall.

Bonds (Å) are listed after each position.
CARTESIAN COORDINATES (ANGSTROEM)
1 O -1.404 -2.414 3.319  H2 0.927, H3 0.955
2 H -2.080 -2.352 2.688  O1 0.927
3 H -1.118 -3.047 3.975  O1 0.955
4 O 2.985 0.250 -1.345  H5 0.987, H6 0.969
5 H 3.618 -0.226 -1.933  O4 0.987
6 H 2.666 -0.358 -0.662  O4 0.969
7 O -4.243 -0.544 1.268  H8 0.980, H9 0.979
8 H -4.442 -1.478 1.490  O7 0.980
9 H -3.680 -0.625 0.471  O7 0.979
10 O 3.963 1.823 0.086  H11 0.948, H12 0.987
11 H 4.549 1.106 0.291  O10 0.948
12 H 3.697 1.943 -0.857  O10 0.987
13 O -2.279 0.782 4.295  H14 1.018, H15 0.995
14 H -3.208 0.509 3.982  O13 1.018
15 H -1.969 -0.154 4.430  O13 0.995
16 O 0.777 -3.762 0.738  H17 0.974, H18 0.941
17 H 0.685 -3.808 1.707  O16 0.974
18 H -0.016 -3.783 0.231  O16 0.941
19 O 2.909 -1.761 0.555  H20 0.982, H21 1.022
20 H 2.363 -2.025 1.328  O19 0.982
21 H 3.306 -2.612 0.151  O19 1.022
22 O -2.165 3.701 -0.040  H23 0.965, H24 0.993
23 H -2.785 3.008 0.216  O22 0.965
24 H -1.356 3.401 0.453  O22 0.993
25 O 0.400 1.842 -0.561  H26 0.942, H27 1.020
26 H 0.382 0.933 -0.314  O25 0.942
27 H 1.309 2.018 -0.987  O25 1.020
28 O -1.736 1.926 -1.767  H29 0.958, H30 1.034
29 H -1.791 2.633 -2.411  O28 0.958
30 H -1.300 2.027 -0.834  O28 1.034
31 O -3.118 -0.291 -1.081  H32 0.974, H33 0.981
32 H -2.177 -0.139 -1.282  O31 0.974
33 H -3.364 0.652 -0.962  O31 0.981
34 O 2.321 1.153 1.724  H35 0.958, H36 0.949
35 H 2.089 1.680 0.958  O34 0.958
36 H 3.030 0.633 1.366  O34 0.949
37 O -2.819 -2.464 -2.598  H38 1.020, H39 0.931
38 H -3.094 -1.504 -2.390  O37 1.020
39 H -3.215 -2.883 -1.867  O37 0.931
40 O -1.527 -4.093 -0.526  H41 0.970, H42 0.939
41 H -1.664 -5.050 -0.611  O40 0.970
42 H -1.289 -3.658 -1.323  O40 0.939
43 O 1.426 -1.576 -3.729  H44 0.956, H45 0.952
44 H 1.440 -0.854 -3.102  O43 0.956
45 H 1.146 -1.196 -4.555  O43 0.952
46 O -0.395 -1.320 -1.622  H47 0.934, H48 1.024
47 H -0.457 -1.886 -2.362  O46 0.934
48 H 0.547 -1.016 -1.359  O46 1.024
49 O 1.594 3.130 -3.060  H50 1.000, H51 1.039
50 H 2.088 3.754 -2.455  O49 1.000
51 H 0.639 3.487 -2.859  O49 1.039
52 O 1.623 -0.789 3.495  H53 0.939, H54 0.958
53 H 2.557 -0.777 3.595  O52 0.939
54 H 1.280 -0.459 2.664  O52 0.958
55 O 1.500 4.839 0.966  H56 0.955, H57 0.954
56 H 1.283 4.519 1.839  O55 0.955
57 H 2.162 4.257 0.601  O55 0.954

The spin multiplicity is 1.

---

Arrangement x

ORCA calculation (ωB97M-V with the def2-TZVPD basis set) on a 19-piece molecular cluster, H38O19 overall.

Bonds (Å) are listed after each position.
CARTESIAN COORDINATES (ANGSTROEM)
1 O 3.358 -2.979 -0.520  H2 0.960, H3 0.963
2 H 3.897 -3.336 0.190  O1 0.960
3 H 3.601 -3.551 -1.257  O1 0.963
4 O -0.066 -0.361 -2.978  H5 0.962, H6 0.986
5 H -0.801 -0.008 -2.467  O4 0.962
6 H 0.225 -1.083 -2.372  O4 0.986
7 O -2.668 1.164 3.331  H8 0.964, H9 0.996
8 H -2.254 1.949 3.706  O7 0.964
9 H -2.876 1.573 2.447  O7 0.996
10 O 0.565 -2.343 -1.245  H11 0.961, H12 0.959
11 H -0.305 -2.493 -0.864  O10 0.961
12 H 1.256 -2.133 -0.614  O10 0.959
13 O -3.616 1.623 -1.116  H14 0.968, H15 0.963
14 H -3.066 0.827 -1.110  O13 0.968
15 H -3.277 2.073 -1.897  O13 0.963
16 O 5.254 -1.298 1.047  H17 0.957, H18 0.955
17 H 4.447 -1.634 1.436  O16 0.957
18 H 5.312 -0.402 1.374  O16 0.955
19 O 0.077 1.294 2.641  H20 0.962, H21 0.946
20 H -0.672 0.891 3.089  O19 0.962
21 H 0.943 1.217 3.014  O19 0.946
22 O -0.283 0.032 0.146  H23 0.968, H24 0.957
23 H -0.056 0.540 0.938  O22 0.968
24 H 0.142 0.368 -0.642  O22 0.957
25 O -2.939 -1.529 1.527  H26 0.973, H27 0.966
26 H -2.995 -0.715 2.057  O25 0.973
27 H -2.132 -1.297 1.049  O25 0.966
28 O -3.604 -2.425 -1.816  H29 0.965, H30 0.962
29 H -3.649 -2.256 -0.867  O28 0.965
30 H -2.745 -2.827 -1.973  O28 0.962
31 O -2.974 2.758 1.281  H32 0.990, H33 0.971
32 H -3.110 2.281 0.424  O31 0.990
33 H -2.292 3.386 0.994  O31 0.971
34 O 1.640 -4.145 1.190  H35 0.969, H36 0.956
35 H 0.747 -3.870 1.448  O34 0.969
36 H 1.769 -3.745 0.331  O34 0.956
37 O 3.133 2.389 -1.631  H38 0.965, H39 0.965
38 H 2.455 2.608 -0.980  O37 0.965
39 H 3.292 1.465 -1.402  O37 0.965
40 O -1.345 -4.329 -0.350  H41 0.957, H42 0.957
41 H -2.175 -4.589 -0.748  O40 0.957
42 H -0.548 -4.776 -0.631  O40 0.957
43 O 1.078 4.465 -1.483  H44 0.940, H45 0.966
44 H 1.742 3.865 -1.767  O43 0.940
45 H 1.460 4.660 -0.617  O43 0.966
46 O 3.294 2.089 1.306  H47 0.961, H48 0.959
47 H 4.158 1.849 0.959  O46 0.961
48 H 3.411 2.929 1.753  O46 0.959
49 O -0.186 2.546 -3.235  H50 0.959, H51 0.957
50 H 0.432 1.911 -3.601  O49 0.959
51 H 0.265 3.388 -3.180  O49 0.957
52 O -1.525 3.686 -0.659  H53 0.959, H54 0.970
53 H -2.129 3.878 -1.378  O52 0.959
54 H -0.634 3.855 -1.006  O52 0.970
55 O -0.648 -3.110 2.417  H56 0.965, H57 0.967
56 H -1.032 -3.873 1.968  O55 0.965
57 H -1.350 -2.450 2.341  O55 0.967

The spin multiplicity is 1.

---

Energy ordering: arrangement x at the bottom, the next structure 351.2 kJ/mol above.

---

Arrangement w

ORCA calculation (ωB97M-V with the def2-TZVPD basis set) on an isolated molecule of C20H23N5O3.

Bonds (Å) are listed after each position.
CARTESIAN COORDINATES (ANGSTROEM)
1 H 1.700 -3.202 -0.380  N2 1.011
2 N 1.970 -2.272 -0.092  H1 1.011, C3 1.276
3 C 1.044 -1.396 -0.030  N2 1.276, C4 1.453, N26 1.406
4 C 1.325 -0.043 0.419  C3 1.453, C5 1.501, C13 1.359
5 C 2.700 0.454 0.757  C4 1.501, O6 1.222, N7 1.342
6 O 2.893 1.639 0.983  C5 1.222
7 N 3.660 -0.482 0.812  C5 1.342, C8 1.440, H30 1.021
8 C 5.046 -0.160 1.041  N7 1.440, C9 1.534, H31 1.096, H32 1.091
9 C 5.884 -0.316 -0.234  C8 1.534, C10 1.538, H33 1.092, H34 1.091
10 C 5.454 0.617 -1.378  C9 1.538, O11 1.407, H35 1.094, H36 1.100
11 O 6.145 1.841 -1.437  C10 1.407, C12 1.412
12 C 5.829 2.763 -0.416  O11 1.412, H37 1.094, H38 1.096, H39 1.090
13 C 0.315 0.856 0.549  C4 1.359, C14 1.414, H40 1.080
14 C -1.025 0.516 0.248  C13 1.414, C15 1.430, C25 1.401
15 C -2.084 1.462 0.421  C14 1.430, O16 1.212, N17 1.442
16 O -2.001 2.597 0.837  C15 1.212
17 N -3.379 0.953 0.042  C15 1.442, C18 1.361, C23 1.375
18 C -4.445 1.789 0.174  N17 1.361, C19 1.359, H41 1.081
19 C -5.709 1.418 -0.160  C18 1.359, C20 1.494, C21 1.418
20 C -6.870 2.347 -0.008  C19 1.494, H42 1.086, H43 1.089, H44 1.089
21 C -5.899 0.105 -0.662  C19 1.418, C22 1.358, H45 1.080
22 C -4.842 -0.736 -0.798  C21 1.358, C23 1.420, H46 1.077
23 C -3.531 -0.325 -0.441  N17 1.375, C22 1.420, N24 1.311
24 N -2.533 -1.165 -0.581  C23 1.311, C25 1.342
25 C -1.297 -0.768 -0.239  C14 1.401, N24 1.342, N26 1.358
26 N -0.288 -1.663 -0.392  C3 1.406, C25 1.358, C27 1.452
27 C -0.614 -2.974 -0.925  N26 1.452, C28 1.502, H47 1.094, H48 1.097
28 C -0.656 -4.060 0.112  C27 1.502, C29 1.319, H49 1.082
29 C -0.612 -3.875 1.417  C28 1.319, H50 1.076, H51 1.078
30 H 3.389 -1.421 0.517  N7 1.021
31 H 5.441 -0.830 1.813  C8 1.096
32 H 5.079 0.866 1.411  C8 1.091
33 H 5.795 -1.349 -0.576  C9 1.092
34 H 6.934 -0.125 -0.003  C9 1.091
35 H 5.675 0.140 -2.337  C10 1.094
36 H 4.371 0.795 -1.319  C10 1.100
37 H 4.757 2.765 -0.193  C12 1.094
38 H 6.386 2.549 0.503  C12 1.096
39 H 6.126 3.744 -0.785  C12 1.090
40 H 0.535 1.856 0.893  C13 1.080
41 H -4.190 2.765 0.565  C18 1.081
42 H -6.548 3.308 0.383  C20 1.086
43 H -7.354 2.504 -0.971  C20 1.089
44 H -7.608 1.920 0.669  C20 1.089
45 H -6.894 -0.214 -0.934  C21 1.080
46 H -4.947 -1.741 -1.174  C22 1.077
47 H -1.604 -2.887 -1.383  C27 1.094
48 H 0.104 -3.229 -1.713  C27 1.097
49 H -0.747 -5.055 -0.304  C28 1.082
50 H -0.658 -4.701 2.106  C29 1.076
51 H -0.520 -2.896 1.857  C29 1.078

The spin multiplicity is 1. Its structure (SMILES) is [H]/N=c1/c(C(=O)NCCCOC)cc2c(=O)n3cc(C)ccc3nc2n1CC=C.

---

Arrangement x

ORCA calculation (ωB97M-V with the def2-TZVPD basis set) on an isolated molecule of C20H23N5O3.

Bonds (Å) are listed after each position.
CARTESIAN COORDINATES (ANGSTROEM)
1 C -7.339 -2.205 0.867  C2 1.530, H29 1.088, H30 1.087, H31 1.088
2 C -5.988 -2.402 0.175  C1 1.530, C3 1.501, H32 1.092, H33 1.092
3 C -5.262 -1.093 0.065  C2 1.501, C4 1.388, C28 1.390
4 C -5.414 -0.287 -1.055  C3 1.388, C5 1.384, H34 1.081
5 C -4.773 0.937 -1.140  C4 1.384, C6 1.388, H35 1.081
6 C -3.975 1.386 -0.097  C5 1.388, C7 1.508, C27 1.390
7 C -3.243 2.702 -0.182  C6 1.508, N8 1.438, H36 1.096, H37 1.094
8 N -1.834 2.512 0.033  C7 1.438, N9 1.349, C25 1.352
9 N -1.169 3.120 1.037  N8 1.349, N10 1.272
10 N 0.049 2.758 1.007  N9 1.272, C11 1.354
11 C 0.242 1.890 -0.014  N10 1.354, C12 1.460, C25 1.398
12 C 1.484 1.206 -0.363  C11 1.460, O13 1.223, N14 1.357
13 O 1.542 0.432 -1.307  C12 1.223
14 N 2.516 1.535 0.455  C12 1.357, C15 1.404, H38 1.011
15 C 3.828 1.045 0.357  N14 1.404, C16 1.388, C22 1.404
16 C 4.901 1.923 0.392  C15 1.388, C17 1.379, H39 1.080
17 C 6.197 1.471 0.263  C16 1.379, C18 1.393, H40 1.077
18 C 6.441 0.112 0.081  C17 1.393, O19 1.364, C21 1.390
19 O 7.749 -0.245 -0.065  C18 1.364, C20 1.406
20 C 8.063 -1.599 -0.268  O19 1.406, H41 1.095, H42 1.089, H43 1.095
21 C 5.377 -0.783 0.074  C18 1.390, C22 1.391, H44 1.077
22 C 4.070 -0.333 0.233  C15 1.404, C21 1.391, O23 1.357
23 O 2.991 -1.149 0.328  C22 1.357, C24 1.404
24 C 3.147 -2.519 0.062  O23 1.404, H45 1.094, H46 1.096, H47 1.089
25 C -0.986 1.718 -0.659  N8 1.352, C11 1.398, N26 1.355
26 N -1.271 1.014 -1.782  C25 1.355, H48 1.008, H49 1.015
27 C -3.823 0.584 1.028  C6 1.390, C28 1.381, H50 1.081
28 C -4.458 -0.640 1.106  C3 1.390, C27 1.381, H51 1.080
29 H -7.956 -1.511 0.301  C1 1.088
30 H -7.866 -3.152 0.948  C1 1.087
31 H -7.196 -1.799 1.866  C1 1.088
32 H -5.389 -3.110 0.751  C2 1.092
33 H -6.151 -2.821 -0.820  C2 1.092
34 H -6.034 -0.622 -1.874  C4 1.081
35 H -4.899 1.549 -2.023  C5 1.081
36 H -3.404 3.168 -1.161  C7 1.096
37 H -3.580 3.388 0.599  C7 1.094
38 H 2.337 2.294 1.099  N14 1.011
39 H 4.707 2.979 0.513  C16 1.080
40 H 7.033 2.151 0.286  C17 1.077
41 H 7.594 -1.991 -1.177  C20 1.095
42 H 9.146 -1.637 -0.380  C20 1.089
43 H 7.770 -2.216 0.588  C20 1.095
44 H 5.562 -1.838 -0.039  C21 1.077
45 H 3.558 -2.689 -0.938  C24 1.094
46 H 3.784 -3.007 0.809  C24 1.096
47 H 2.146 -2.943 0.114  C24 1.089
48 H -2.199 0.629 -1.873  N26 1.008
49 H -0.498 0.413 -2.048  N26 1.015
50 H -3.199 0.925 1.842  C27 1.081
51 H -4.329 -1.254 1.985  C28 1.080

The spin multiplicity is 1. Its structure (SMILES) is CCc1ccc(Cn2nnc(C(=O)Nc3ccc(OC)cc3OC)c2N)cc1.

---

Energy ordering: arrangement w at the bottom, the next structure 74.0 kJ/mol above.

---

Arrangement w

ORCA calculation (ωB97M-V with the def2-TZVPD basis set) on a 2-piece molecular cluster, C5H14 overall.

Bonds (Å) are listed after each position.
CARTESIAN COORDINATES (ANGSTROEM)
1 C 1.843 2.735 -1.335  C2 1.550, H3 1.086, H4 1.096, H5 1.086
2 C 0.549 2.232 -2.023  C1 1.550, H6 1.081, H7 1.090, H8 1.079
3 H 2.678 2.409 -1.948  C1 1.086
4 H 1.907 3.821 -1.469  C1 1.096
5 H 1.904 2.524 -0.271  C1 1.086
6 H -0.285 2.011 -1.371  C2 1.081
7 H 0.789 1.362 -2.635  C2 1.090
8 H 0.140 3.044 -2.605  C2 1.079
9 C -1.365 -1.878 1.283  C10 1.506, C11 1.528, H12 1.095, H13 1.101
10 C -0.710 -2.156 -0.044  C9 1.506, H14 1.093, H15 1.092, H18 1.095
11 C -0.438 -1.145 2.250  C9 1.528, H16 1.090, H17 1.101, H19 1.072
12 H -2.382 -1.485 1.172  C9 1.095
13 H -1.622 -2.816 1.799  C9 1.101
14 H -1.257 -2.825 -0.714  C10 1.093
15 H 0.306 -2.545 0.047  C10 1.092
16 H -0.346 -0.085 2.010  C11 1.090
17 H -0.869 -1.117 3.263  C11 1.101
18 H -0.545 -1.232 -0.608  C10 1.095
19 H 0.528 -1.610 2.245  C11 1.072

The spin multiplicity is 2. Its net charge is -1.

---

Arrangement x

ORCA calculation (ωB97M-V with the def2-TZVPD basis set) on a 2-piece molecular cluster, C5H14 overall.

Bonds (Å) are listed after each position.
CARTESIAN COORDINATES (ANGSTROEM)
1 C -2.231 1.031 0.222  C2 1.522, H3 1.097, H4 1.098, H5 1.088
2 C -1.785 1.057 1.677  C1 1.522, H6 1.095, H7 1.091, H8 1.091
3 H -2.151 0.021 -0.200  C1 1.097
4 H -3.305 1.254 0.194  C1 1.098
5 H -1.728 1.697 -0.476  C1 1.088
6 H -1.774 2.086 2.052  C2 1.095
7 H -0.763 0.700 1.810  C2 1.091
8 H -2.465 0.439 2.265  C2 1.091
9 C 0.774 -0.723 -0.587  C10 1.528, C11 1.538, H12 1.086, H13 1.086
10 C 1.746 -1.650 0.142  C9 1.528, H14 1.090, H15 1.086, H18 1.104
11 C 1.597 0.207 -1.494  C9 1.538, H16 1.089, H17 1.091, H19 1.097
12 H -0.004 -1.220 -1.159  C9 1.086
13 H 0.333 -0.133 0.210  C9 1.086
14 H 1.262 -2.150 0.982  C10 1.090
15 H 2.687 -1.210 0.457  C10 1.086
16 H 2.059 0.998 -0.904  C11 1.089
17 H 2.355 -0.296 -2.096  C11 1.091
18 H 2.017 -2.523 -0.476  C10 1.104
19 H 0.927 0.743 -2.177  C11 1.097

The spin multiplicity is 2. Its net charge is -1.

---

Energy ordering: arrangement x at the bottom, the next structure 15.3 kJ/mol above.